{
  "formula": "C4H6N3S2",
  "method": "ωB97M-V with the def2-TZVPD basis set",
  "species": ["S", "S", "N", "N", "N", "C", "C", "C", "C", "H", "H", "H", "H", "H", "H"],
  "coordinates": [[3.23258, 0.26629, 0.13442], [-2.15606, -1.23228, 0.26716], [1.51745, 0.13184, 0.14481], [0.87786, 1.26792, 0.12952], [-0.95740, -0.16806, 0.18198], [-0.47045, 1.04794, 0.10313], [0.84599, -0.96159, 0.34592], [0.75687, -2.31391, -0.13095], [-1.39057, 2.31290, -0.08833], [1.79060, -2.78374, -0.16759], [0.35713, -2.35847, -1.14280], [0.12791, -2.80682, 0.57871], [-1.68365, 2.32218, -1.21387], [-0.71023, 3.02633, 0.15931], [-2.13803, 2.24946, 0.69857]],
  "forces_ev_per_a": [[0.70, -0.56, -0.19], [-2.24, -0.51, -0.11], [0.56, -1.29, 0.76], [-2.47, 1.57, -0.40], [6.88, -0.59, 0.56], [-1.28, 0.67, -0.30], [-3.63, 2.67, -1.08], [2.45, -0.70, -0.10], [0.17, -3.97, -1.43], [-1.14, 0.46, 0.27], [-0.33, 0.02, -0.02], [-0.55, -0.84, 0.13], [-0.02, 0.23, 2.26], [1.56, 2.73, 0.27], [-0.64, 0.12, -0.62]],
  "mulliken_charge": [-0.511, -0.505, 0.551, -0.781, -0.246, 0.528, 0.298, -1.114, -0.990, 0.325, 0.257, 0.330, 0.225, 0.353, 0.281],
  "e_lumo_ev": [3.561, 3.561],
  "orbital_gap_ev": [7.00, 7.00],
  "charge": -1,
  "e_above_lowest_kj_mol": 309.32
}